{"formula": "C4H12S", "method": "ωB97M-V/def2-TZVPD", "species": ["C", "C", "H", "H", "H", "H", "H", "H", "C", "C", "S", "H", "H", "H", "H", "H", "H"], "coordinates": [[1.998, -0.527, -0.419], [2.253, 0.859, 0.196], [2.936, -1.093, -0.345], [1.288, -1.115, 0.164], [1.690, -0.544, -1.461], [3.111, 1.377, -0.223], [2.403, 0.731, 1.270], [1.362, 1.473, 0.060], [-1.995, -0.462, 0.941], [-2.096, -0.447, -0.578], [-1.727, 1.261, -1.279], [-0.965, -0.324, 1.266], [-2.612, 0.294, 1.420], [-2.359, -1.454, 1.243], [-3.107, -0.738, -0.861], [-1.372, -1.109, -1.046], [-0.809, 1.817, -0.348]], "forces_ev_per_a": [[1.0, -0.3, 0.4], [-0.8, -0.5, -0.1], [0.0, -0.1, -0.2], [-0.2, 0.2, -0.1], [-0.1, 0.3, 0.0], [0.0, 0.0, -0.1], [0.1, 0.2, 0.0], [0.1, 0.2, 0.0], [-0.1, -0.7, -0.3], [0.7, 1.1, 0.4], [0.5, 0.3, 0.8], [0.1, -0.1, 0.1], [-0.2, 0.1, -0.1], [0.3, 0.2, 0.3], [-0.1, 0.2, -0.4], [0.0, -0.3, 0.1], [-1.1, -1.0, -0.9]], "lowdin_charge": [-0.22, -0.17, 0.04, 0.03, 0.05, 0.05, 0.05, 0.02, -0.28, -0.65, 0.11, 0.04, 0.05, 0.03, 0.01, 0.00, -0.17], "s2": 0.75, "homo_energy_ev": [1.4, -5.2], "charge": -1, "e_lumo_ev": [3.49, 3.70], "spin_multiplicity": 2}

{"formula": "C4H12S", "method": "ωB97M-V/def2-TZVPD", "species": ["C", "C", "H", "H", "H", "H", "H", "H", "C", "C", "S", "H", "H", "H", "H", "H", "H"], "coordinates": [[2.239, -2.211, 0.254], [3.293, -1.808, 1.304], [1.308, -2.485, 0.743], [2.044, -1.443, -0.478], [2.575, -3.149, -0.179], [4.220, -2.363, 1.154], [2.955, -1.846, 2.329], [3.634, -0.778, 1.154], [-1.528, 1.947, -0.460], [-2.782, 1.698, -1.309], [-4.282, 2.295, -0.496], [-1.439, 3.020, -0.242], [-1.636, 1.445, 0.502], [-0.579, 1.669, -0.926], [-2.858, 0.606, -1.381], [-2.713, 2.211, -2.256], [-4.451, 1.192, 0.285]], "forces_ev_per_a": [[0.2, -0.7, 1.1], [0.5, 0.9, -0.8], [-0.3, 0.3, 0.0], [0.0, 0.0, -0.3], [0.0, 0.1, -0.6], [-0.1, -0.3, 0.4], [-0.1, -0.3, 0.2], [-0.3, 0.1, 0.0], [-0.2, 1.0, 0.1], [0.8, -0.4, 1.0], [-0.1, 0.1, 0.0], [-0.1, -0.1, 0.0], [0.1, -0.1, 0.0], [-0.1, -0.4, -0.2], [-0.3, 0.1, -0.6], [-0.1, -0.2, -0.4], [0.0, -0.1, 0.1]], "lowdin_charge": [-0.23, -0.21, 0.04, 0.04, 0.05, 0.05, 0.05, 0.05, -0.33, -0.79, 0.38, 0.04, 0.02, 0.03, 0.01, 0.03, -0.21], "s2": 0.75, "homo_energy_ev": [1.2, -5.1], "charge": -1, "e_lumo_ev": [3.40, 3.45], "spin_multiplicity": 2}

{"formula": "C4H12S", "method": "ωB97M-V/def2-TZVPD", "species": ["C", "C", "H", "H", "H", "H", "H", "H", "C", "C", "S", "H", "H", "H", "H", "H", "H"], "coordinates": [[1.479, -0.736, -0.838], [2.592, -1.830, -0.961], [0.704, -0.741, -1.603], [0.900, -1.082, 0.027], [1.800, 0.180, -0.359], [3.469, -1.698, -0.295], [2.975, -1.955, -1.983], [2.239, -2.845, -0.631], [-1.910, 0.508, 1.492], [-1.302, 1.511, 0.532], [-1.978, 1.671, -1.175], [-1.177, -0.272, 1.620], [-2.220, 0.834, 2.546], [-2.868, 0.145, 1.114], [-0.215, 1.383, 0.442], [-1.432, 2.528, 0.884], [-3.053, 2.399, -0.813]], "forces_ev_per_a": [[0.0, -2.0, 2.1], [0.0, -0.6, 0.1], [0.6, 0.6, -0.4], [-0.3, -0.2, 0.0], [0.3, 0.7, -1.2], [-0.5, 0.5, -0.4], [-0.1, 0.2, 0.2], [-0.1, 0.9, -0.5], [-1.0, 0.0, 1.0], [0.2, 1.3, -0.2], [0.5, -0.8, 0.3], [-0.1, -0.8, 0.1], [0.8, 0.3, -1.3], [0.3, -0.4, -0.2], [-0.4, -0.1, -0.1], [0.1, 0.2, 0.4], [-0.4, 0.3, 0.0]], "lowdin_charge": [-0.21, -0.18, 0.05, 0.04, 0.05, 0.05, 0.05, 0.06, -0.29, -0.75, 0.20, 0.03, 0.07, 0.04, 0.03, 0.01, -0.25], "s2": 0.75, "homo_energy_ev": [1.1, -5.1], "charge": -1, "e_lumo_ev": [3.21, 3.15], "spin_multiplicity": 2}

{"formula": "C4H12S", "method": "ωB97M-V/def2-TZVPD", "species": ["C", "S", "C", "H", "H", "H", "H", "H", "H", "C", "C", "H", "H", "H", "H", "H", "H"], "coordinates": [[1.507, 0.887, 2.610], [0.406, 0.345, 1.295], [1.185, -1.108, 0.572], [2.410, 1.382, 2.270], [1.786, 0.067, 3.262], [0.896, 1.581, 3.187], [0.877, -2.028, 1.050], [0.932, -1.093, -0.485], [2.249, -1.043, 0.602], [-1.348, -0.490, -2.174], [-2.163, 0.144, -3.284], [-0.386, -0.908, -2.479], [-1.054, 0.168, -1.350], [-1.908, -1.275, -1.678], [-3.171, 0.422, -2.985], [-2.268, -0.592, -4.087], [-1.659, 1.017, -3.699]], "forces_ev_per_a": [[-0.1, -0.2, 0.2], [-0.3, 0.2, -0.2], [-0.2, 0.2, -0.1], [0.0, 0.1, -0.2], [0.0, -0.2, 0.1], [0.2, 0.1, 0.0], [-0.2, -0.2, 0.0], [-0.2, -0.2, 0.0], [0.9, 0.2, 0.2], [0.4, 0.0, 1.0], [0.4, -0.3, -0.4], [-0.2, -0.1, -0.5], [-0.3, 0.4, -0.2], [-0.1, -0.4, -0.1], [0.1, 0.1, 0.2], [-0.1, 0.2, -0.1], [-0.1, 0.1, 0.0]], "lowdin_charge": [-0.44, 0.73, -0.42, 0.03, 0.03, 0.02, 0.03, 0.00, 0.03, -0.19, -0.17, 0.06, 0.03, 0.06, 0.06, 0.06, 0.06], "homo_energy_ev": -8.5, "charge": 0, "e_lumo_ev": 1.09, "smiles": "CSC.CC"}

{"formula": "C4H12S", "method": "ωB97M-V/def2-TZVPD", "species": ["C", "S", "C", "H", "H", "H", "H", "H", "H", "C", "C", "H", "H", "H", "H", "H", "H"], "coordinates": [[1.157, 1.235, -2.346], [-0.132, 0.679, -1.310], [-0.948, 2.289, -1.023], [1.203, 0.681, -3.278], [0.927, 2.382, -2.669], [2.187, 1.175, -2.105], [-0.317, 3.093, -0.589], [-1.665, 2.422, -0.172], [-1.414, 2.439, -1.977], [0.284, -1.698, 2.449], [-0.508, -2.419, 1.384], [1.020, -0.950, 2.059], [-0.303, -1.303, 3.372], [1.093, -2.345, 2.786], [-0.991, -1.671, 0.896], [-0.224, -3.188, 0.571], [-1.369, -2.823, 1.952]], "forces_ev_per_a": [[-0.3, 3.2, -2.9], [-0.6, -0.2, 1.7], [0.0, 0.5, 1.7], [-0.7, -0.2, -0.4], [0.7, -2.7, 0.7], [0.9, 0.2, 1.5], [0.6, -0.4, -1.4], [-0.2, -1.5, -0.9], [-0.3, 1.1, -0.2], [2.6, 0.1, 0.9], [-1.4, -1.9, 1.0], [-1.3, 0.3, 0.0], [0.9, -0.7, -2.0], [-0.3, -0.6, 0.9], [-1.4, 2.2, -2.2], [0.6, 1.2, 1.8], [0.4, -0.6, -0.5]], "lowdin_charge": [-0.50, 0.73, -0.43, 0.02, 0.10, 0.01, 0.05, 0.05, 0.01, -0.20, -0.19, 0.06, 0.10, 0.04, -0.02, 0.11, 0.07], "homo_energy_ev": -8.5, "charge": 0, "e_lumo_ev": 1.05, "smiles": "CSC.CC"}

{"formula": "C4H12S2", "method": "ωB97M-V/def2-TZVPD", "species": ["C", "S", "C", "H", "H", "H", "H", "H", "H", "C", "S", "C", "H", "H", "H", "H", "H", "H"], "coordinates": [[1.154, -0.685, -1.932], [1.924, 0.036, -0.436], [3.488, -0.815, -0.573], [0.066, -0.719, -1.881], [1.447, -0.112, -2.811], [1.538, -1.699, -1.997], [3.382, -1.884, -0.368], [4.244, -0.374, 0.079], [3.915, -0.739, -1.579], [-2.546, 2.003, 1.800], [-1.694, 1.295, 0.361], [-2.118, -0.437, 0.730], [-2.671, 3.077, 1.699], [-3.518, 1.521, 1.901], [-1.934, 1.822, 2.686], [-3.202, -0.521, 0.626], [-1.787, -0.694, 1.732], [-1.688, -1.075, -0.037]], "forces_ev_per_a": [[0.3, 0.1, 0.3], [-0.6, -0.1, -0.2], [0.6, -0.3, -0.5], [0.0, 0.2, 0.3], [0.1, -0.1, -0.1], [-0.1, -0.1, -0.2], [0.0, 0.1, 0.2], [-0.3, 0.0, 0.3], [-0.2, 0.2, 0.0], [0.3, -0.2, -0.1], [0.0, 0.0, 0.2], [-0.4, 0.6, -0.4], [0.0, 0.0, -0.2], [-0.1, 0.1, 0.1], [-0.1, -0.1, 0.1], [0.0, -0.1, 0.3], [0.1, -0.2, 0.0], [0.3, 0.0, 0.2]], "lowdin_charge": [-0.45, 0.34, -0.53, 0.01, 0.02, 0.01, 0.00, 0.00, 0.00, -0.46, 0.38, -0.43, 0.01, 0.01, 0.02, 0.02, 0.03, 0.01], "s2": 0.75, "homo_energy_ev": [1.3, -5.3], "charge": -1, "e_lumo_ev": [2.98, 3.53], "spin_multiplicity": 2}

{"formula": "C4H12S2", "method": "ωB97M-V/def2-TZVPD", "species": ["C", "C", "S", "H", "H", "H", "H", "H", "H", "C", "C", "S", "H", "H", "H", "H", "H", "H"], "coordinates": [[2.205, 0.548, 0.318], [2.231, -0.459, -0.890], [0.901, -0.336, -2.131], [2.875, 1.397, 0.251], [1.166, 0.869, 0.288], [2.327, 0.011, 1.254], [2.155, -1.466, -0.506], [3.126, -0.217, -1.455], [-0.264, 0.337, -2.173], [-1.552, -0.941, 0.316], [-2.259, 0.185, 1.099], [-1.611, 1.829, 0.684], [-1.736, -0.756, -0.735], [-0.492, -0.894, 0.536], [-2.000, -1.869, 0.668], [-2.086, 0.050, 2.164], [-3.334, 0.071, 0.955], [-1.651, 1.642, -0.644]], "forces_ev_per_a": [[-1.4, -1.0, -0.8], [-0.1, 2.1, 1.8], [0.5, -1.5, -2.9], [0.1, -0.1, -0.2], [0.1, 0.6, 0.6], [0.3, 0.1, 0.1], [0.3, -0.2, -0.2], [0.0, -0.7, -0.3], [0.4, 0.7, 1.7], [-0.7, 1.0, 0.9], [0.3, -0.7, -0.1], [-0.3, -0.1, 0.0], [0.1, -0.5, -0.2], [0.2, -0.3, -0.2], [0.2, -0.3, -0.3], [0.1, 0.1, 0.1], [0.0, 0.5, -0.1], [0.0, 0.1, 0.0]], "lowdin_charge": [-0.14, -0.56, 0.65, 0.07, 0.00, 0.07, 0.05, 0.05, -0.18, -0.18, -0.62, 0.69, 0.04, 0.04, 0.07, 0.06, 0.06, -0.16], "homo_energy_ev": -8.9, "charge": 0, "e_lumo_ev": 0.61, "smiles": "CCS.CCS"}

{"formula": "C4H12S2", "method": "ωB97M-V/def2-TZVPD", "species": ["C", "C", "S", "H", "H", "H", "H", "H", "H", "C", "C", "S", "H", "H", "H", "H", "H", "H"], "coordinates": [[1.358, 0.273, 1.743], [1.706, -1.088, 1.117], [2.261, -1.084, -0.659], [0.819, 0.045, 2.669], [2.165, 0.932, 2.054], [0.667, 0.819, 1.100], [0.818, -1.693, 1.216], [2.508, -1.544, 1.694], [1.411, -2.010, -1.016], [-1.618, -0.267, -0.977], [-1.289, 1.033, -1.669], [-1.297, 2.408, -0.423], [-0.945, -0.464, -0.148], [-2.645, -0.448, -0.676], [-1.380, -1.077, -1.684], [-1.851, 1.141, -2.594], [-0.234, 0.992, -1.926], [-2.453, 2.032, 0.178]], "forces_ev_per_a": [[-0.6, -0.3, -0.1], [0.7, 0.8, 0.2], [0.1, 0.8, 0.9], [-0.1, 0.1, 0.0], [0.4, -0.2, -0.4], [0.1, 0.1, 0.1], [-0.1, -0.4, -0.3], [-0.1, -0.2, 0.0], [-0.5, -0.6, -0.4], [0.5, -1.3, -0.8], [0.5, 0.1, 1.1], [-0.8, -0.3, -0.6], [-0.1, 0.3, 0.3], [-0.2, 0.5, 0.1], [-0.2, 0.0, 0.0], [-0.3, 0.6, 0.2], [0.1, 0.0, -0.2], [0.3, 0.2, -0.2]], "lowdin_charge": [-0.17, -0.58, 0.67, 0.07, 0.07, 0.01, 0.05, 0.05, -0.19, -0.21, -0.59, 0.66, 0.04, 0.07, 0.07, 0.07, 0.04, -0.14], "homo_energy_ev": -9.0, "charge": 0, "e_lumo_ev": 0.81, "smiles": "CCS.CCS"}

{"formula": "C4H12S2", "method": "ωB97M-V/def2-TZVPD", "species": ["C", "C", "S", "H", "H", "H", "H", "H", "H", "C", "S", "C", "H", "H", "H", "H", "H", "H"], "coordinates": [[-1.081, -0.037, 1.470], [-1.028, -1.304, 0.608], [-1.857, -2.718, 1.436], [-0.362, -0.053, 2.283], [-2.090, 0.003, 1.882], [-1.005, 0.847, 0.837], [-1.542, -1.167, -0.342], [-0.014, -1.606, 0.350], [-1.901, -2.167, 2.648], [1.574, 2.114, -2.678], [1.164, 1.016, -1.248], [1.828, 2.163, 0.019], [2.625, 2.074, -2.944], [1.349, 3.122, -2.331], [0.868, 1.909, -3.477], [1.551, 1.725, 0.978], [2.898, 2.309, -0.095], [1.342, 3.140, -0.018]], "forces_ev_per_a": [[-0.8, -0.4, -0.6], [0.1, -0.1, 0.1], [0.1, 0.0, -0.2], [0.1, 0.1, 0.0], [0.0, 0.1, 0.2], [0.5, 0.1, 0.1], [-0.1, 0.1, 0.1], [0.1, 0.1, 0.2], [0.0, 0.0, 0.2], [-0.7, 0.0, 1.0], [0.6, 1.1, -0.3], [-0.6, -0.4, 0.0], [0.0, -0.3, -0.3], [0.0, 0.1, -0.1], [0.4, -0.2, -0.3], [0.4, 0.0, 0.1], [0.1, -0.2, 0.2], [-0.1, -0.1, -0.2]], "lowdin_charge": [-0.19, -0.63, 0.66, 0.07, 0.06, 0.04, 0.05, 0.04, -0.17, -0.40, 0.71, -0.42, 0.03, 0.02, 0.02, 0.02, 0.03, 0.03], "homo_energy_ev": -8.8, "charge": 0, "e_lumo_ev": 0.92, "smiles": "CCS.CSC"}

{"formula": "C4H12S2", "method": "ωB97M-V/def2-TZVPD", "species": ["C", "S", "C", "H", "H", "H", "H", "H", "H", "C", "S", "C", "H", "H", "H", "H", "H", "H"], "coordinates": [[-0.506, -2.431, 1.045], [-1.471, -0.954, 1.400], [-1.890, -0.518, -0.299], [-1.126, -3.236, 0.650], [0.278, -2.141, 0.353], [-0.040, -2.850, 1.934], [-2.869, -0.846, -0.646], [-1.100, -0.784, -0.991], [-1.990, 0.570, -0.258], [1.766, 1.579, -1.620], [1.701, 2.483, -0.057], [0.605, 1.414, 0.918], [1.762, 0.491, -1.519], [0.886, 1.812, -2.217], [2.695, 1.843, -2.118], [-0.407, 1.798, 0.907], [1.016, 1.383, 1.927], [0.694, 0.386, 0.590]], "forces_ev_per_a": [[-0.1, -0.3, 0.1], [-0.3, -0.6, 0.1], [-0.5, 1.0, 0.4], [0.0, 0.1, -0.3], [0.1, -0.2, -0.2], [0.0, 0.4, 0.2], [0.2, -0.6, 0.1], [0.1, -0.1, -0.1], [0.2, 0.0, -0.3], [-0.4, -0.2, -0.1], [0.3, -0.3, 0.1], [0.9, 0.3, 0.1], [0.2, 0.0, 0.5], [0.2, 0.2, -0.3], [-0.1, 0.2, -0.2], [-0.1, -0.3, 0.1], [-0.3, 0.3, 0.1], [-0.3, 0.0, -0.4]], "lowdin_charge": [-0.43, 0.74, -0.42, 0.04, 0.02, 0.03, 0.03, 0.03, 0.02, -0.44, 0.73, -0.47, 0.03, 0.03, 0.02, 0.01, 0.03, -0.01], "homo_energy_ev": -8.4, "charge": 0, "e_lumo_ev": 0.86, "smiles": "CSC.CSC"}